Entry 1:
ORCA calculation (ωB97M-V with the def2-TZVPD basis set) on a cluster of 6 separate species, C29H50BrIO10Si in total.

```
92
Properties=species:S:1:pos:R:3:forces:R:3:mulliken_charge:R:1
C -2.067052 5.003277 -0.788023 0.04 0.24 0.50 -0.77
C -2.068824 5.615047 0.626005 0.26 -0.14 -0.57 -0.84
C -1.281539 4.786826 1.642634 -0.61 0.34 -0.08 -0.37
C -2.067548 3.558791 2.144800 0.65 0.28 0.05 -0.90
C -1.478367 2.213835 1.721874 -0.14 0.00 0.49 -0.22
C -0.082523 1.980321 2.294751 -0.01 -0.30 0.32 -0.76
C 0.458669 0.555930 2.053598 -0.91 0.17 0.00 -0.55
C 0.196932 -0.021272 0.646217 1.25 0.26 0.42 -0.65
Si 1.263901 0.666741 -0.731994 -0.83 -0.09 -0.71 0.63
C 0.421993 0.317671 -2.376298 0.55 -0.05 0.61 -0.94
Br 1.613455 2.889862 -0.675163 0.11 -0.33 0.07 -0.30
I 3.446860 -0.495923 -0.870053 -0.08 0.17 0.17 -0.24
H -1.119529 4.498662 -0.953670 0.11 -0.13 -0.17 0.10
H -2.153238 5.797678 -1.524903 -0.18 -0.07 -0.21 0.42
H -2.875150 4.290741 -0.925980 -0.05 -0.13 -0.10 0.17
H -3.099370 5.751235 0.954076 -0.03 0.11 0.16 0.41
H -1.619570 6.604343 0.544866 0.03 0.13 0.13 0.37
H -0.339966 4.496964 1.183589 0.17 -0.10 -0.02 0.14
H -1.033844 5.454205 2.468184 0.06 -0.12 0.20 0.29
H -3.106301 3.665611 1.835618 -0.10 -0.20 -0.07 0.50
H -2.063488 3.586405 3.235211 -0.12 -0.10 0.12 0.37
H -2.110934 1.443333 2.171174 -0.13 -0.20 -0.26 0.24
H -1.511053 2.083733 0.642195 0.02 0.13 -0.19 0.12
H -0.199278 2.065605 3.378005 0.14 0.14 0.12 0.33
H 0.625634 2.752754 2.015345 0.05 0.08 -0.27 0.39
H -0.079230 -0.077638 2.755486 0.00 -0.22 -0.01 0.03
H 1.505303 0.476221 2.344240 0.19 0.08 -0.19 0.35
H 0.439617 -1.084924 0.687353 -0.02 -0.14 -0.11 0.42
H -0.847207 0.038061 0.354974 -0.13 0.16 -0.04 0.44
H 0.571571 -0.743839 -2.570128 -0.08 -0.12 -0.17 0.41
H 0.862567 0.904066 -3.176946 -0.01 0.02 -0.15 0.35
H -0.641092 0.524400 -2.297245 -0.12 0.13 -0.08 0.07
O -2.417177 1.120546 -3.884812 -0.14 -0.03 -0.08 -0.51
C -2.304934 0.428268 -4.858396 0.31 0.01 0.19 0.34
C -1.053639 0.172458 -5.671289 -0.39 0.05 -0.43 -0.01
C -1.615902 -0.424351 -6.956557 0.00 0.09 -0.09 -0.51
C -2.887933 -1.095560 -6.464509 0.06 -0.07 -0.17 -0.52
O -3.341730 -0.282732 -5.362422 -0.02 0.03 0.02 -0.33
H -0.424048 -0.535281 -5.133506 0.04 0.04 0.02 -0.05
H -0.511212 1.097451 -5.844894 0.11 -0.02 0.24 0.36
H -0.937487 -1.104723 -7.458068 0.01 -0.06 0.08 0.31
H -1.867317 0.378827 -7.652794 -0.05 -0.01 0.02 0.30
H -2.705755 -2.106642 -6.094138 0.02 0.02 0.04 0.27
H -3.669081 -1.134399 -7.220215 -0.12 0.06 0.12 0.33
O 1.066943 -1.840476 -6.612926 0.14 0.01 0.08 -0.57
C 2.153875 -1.420109 -6.331410 0.00 -0.28 -0.21 0.54
C 3.384409 -2.218031 -5.950950 0.15 0.33 0.32 -0.48
C 4.283655 -1.152398 -5.327823 0.01 -0.15 -0.03 -0.19
C 3.841308 0.104087 -6.062754 0.20 0.05 0.08 -0.49
O 2.444039 -0.101192 -6.346986 -0.02 0.02 0.04 -0.35
H 3.814913 -2.646497 -6.857484 -0.07 -0.06 -0.01 0.28
H 3.125758 -3.009742 -5.253673 -0.08 -0.13 -0.17 0.31
H 5.348874 -1.352121 -5.424168 -0.01 0.03 -0.05 0.35
H 4.048646 -1.059838 -4.269076 0.02 0.05 0.10 0.00
H 4.368955 0.241650 -7.008842 -0.03 -0.02 -0.02 0.27
H 3.950214 1.005612 -5.465046 -0.15 0.04 -0.04 0.34
O -0.404021 -2.493652 2.767873 -0.09 -0.01 0.07 -0.61
C 0.148661 -2.816618 3.782329 0.16 -0.03 -0.29 0.48
C 0.954840 -4.075662 4.031756 -0.15 -0.06 0.43 -0.41
C 1.058255 -4.109286 5.553131 -0.23 -0.06 -0.04 -0.56
C 0.988344 -2.629222 5.904961 -0.28 -0.13 0.23 -0.16
O 0.149365 -2.039680 4.885299 -0.08 -0.07 0.04 -0.37
H 1.933490 -3.965696 3.562111 -0.02 0.01 -0.06 0.23
H 0.439560 -4.939964 3.621653 0.07 0.05 -0.20 0.33
H 1.946252 -4.604197 5.925536 0.08 0.11 0.03 0.29
H 0.184295 -4.614280 5.971655 -0.01 0.00 -0.04 0.37
H 1.949665 -2.141332 5.871124 0.09 0.05 -0.07 0.12
H 0.539064 -2.456958 6.881555 -0.14 0.13 -0.11 0.29
O 3.811893 -3.204625 5.725801 0.47 -0.07 0.15 -0.54
C 4.425219 -2.682997 6.613825 0.10 0.07 -0.37 0.53
C 5.875534 -2.248483 6.606870 0.10 -0.11 0.47 -0.49
C 6.163123 -2.037714 8.092219 0.08 -0.01 -0.10 -0.49
C 4.790537 -1.652126 8.625844 0.13 0.08 0.13 -0.44
O 3.851978 -2.363212 7.795756 0.01 -0.04 0.04 -0.33
H 5.956583 -1.321982 6.036284 -0.01 -0.04 -0.08 0.27
H 6.502166 -3.014422 6.159561 -0.06 0.06 -0.21 0.32
H 6.926988 -1.290968 8.297646 -0.05 0.05 0.00 0.33
H 6.483622 -2.978794 8.541231 -0.01 0.01 0.02 0.27
H 4.591784 -0.582960 8.530709 -0.01 0.00 -0.04 0.28
H 4.639340 -1.946357 9.661193 -0.15 -0.06 -0.04 0.30
O -7.541985 1.347276 -0.253107 0.11 0.10 -0.03 -0.59
C -6.821371 0.967254 -1.130754 -0.28 -0.09 0.05 0.45
C -6.508029 -0.469106 -1.504623 0.49 0.05 -0.12 -0.41
C -5.269435 -0.321163 -2.386459 -0.08 -0.14 0.08 -0.23
C -5.472141 1.060969 -2.984707 0.05 0.00 -0.10 -0.09
O -6.178383 1.808771 -1.970576 0.00 -0.05 0.02 -0.37
H -7.357969 -0.875862 -2.055050 -0.05 -0.02 0.07 0.25
H -6.324417 -1.063961 -0.614290 -0.23 -0.01 0.04 0.30
H -5.159554 -1.099250 -3.138573 -0.02 0.06 -0.05 0.29
H -4.371607 -0.324533 -1.765799 0.02 0.02 -0.03 0.10
H -6.088825 1.036704 -3.886877 -0.04 -0.02 0.04 0.19
H -4.535581 1.555405 -3.210221 -0.04 0.14 0.07 0.12
```
Forces are in eV/Å.

The value obtained for the lowest unoccupied orbital energy is 0.0099 Eh. The net charge is 0. As for the multiplicity: 1.

=====

Entry 2:
ORCA calculation (ωB97M-V with the def2-TZVPD basis set) on a structure of composition C4H9N2O2.

```
17
Properties=species:S:1:pos:R:3:forces:R:3:mulliken_charge:R:1
N 0.189939 2.379130 2.480321 -3.20 -3.19 -0.95 -0.67
C 0.593897 0.940272 2.490188 5.08 -2.62 1.26 -0.69
C 1.091484 0.637953 1.059472 -2.10 -1.98 0.38 -0.56
N 0.034241 -0.164960 0.371655 1.30 -0.61 0.52 -0.30
C 0.545249 -0.598583 -0.902060 -0.39 -0.85 -1.49 -0.49
C -0.591445 -1.135391 -1.873241 -1.76 1.26 1.72 0.53
O -0.350002 -1.744148 -2.912842 0.95 -0.33 -0.29 -0.73
O -1.736027 -0.776818 -1.437061 0.55 -0.25 -0.42 -0.76
H -0.187370 2.576453 3.415185 -0.36 -0.13 -0.37 0.23
H 0.024840 -0.027978 2.807696 -0.44 2.05 -0.49 0.30
H 1.453116 0.818991 3.169444 0.26 0.09 -0.03 0.44
H -0.513146 1.562904 1.986420 -1.17 4.87 0.56 0.33
H 1.955795 -0.030807 1.179150 -0.02 0.41 -0.54 0.32
H 1.252418 1.515086 0.456667 0.78 0.69 0.18 0.43
H -0.889597 0.234350 0.204821 0.21 0.21 -0.01 0.26
H 0.967683 0.252120 -1.451397 0.41 0.03 -0.18 0.19
H 1.311833 -1.387737 -0.814294 -0.10 0.35 0.16 0.19
```
Forces are in eV/Å.

The value obtained for the lowest unoccupied orbital energy is 0.1275 Eh. For the energy above the lowest of the compared OMol25 structures with the same formula, charge and spin, the calculation gives 86.7 kcal per mole. The net charge is -1. As for the multiplicity: 1.

=====

Entry 3:
ORCA calculation (ωB97M-V with the def2-TZVPD basis set) on a structure of composition C21H29BrClNO6Si2Sn.

```
62
Properties=species:S:1:pos:R:3:forces:R:3:mulliken_charge:R:1
Sn -0.289245 0.170690 -0.340879 0.38 0.56 0.29 0.48
C 0.818645 1.928904 2.878170 0.10 -0.06 0.08 -1.27
Si 0.740647 0.167733 2.190192 -0.29 0.12 -0.29 0.72
C 0.021234 -0.842282 3.673392 0.11 0.09 -0.01 -1.54
C 2.526580 -0.502459 2.193082 0.02 0.07 0.04 0.03
C 3.262100 -0.479716 3.385745 0.02 0.03 -0.05 -0.18
C 4.553303 -0.972396 3.453591 0.06 -0.01 0.06 -0.66
C 5.139724 -1.506375 2.311874 0.09 -0.03 0.03 -0.65
C 4.422514 -1.539186 1.128889 -0.04 -0.03 -0.04 -0.21
C 3.112978 -1.050232 1.041691 -0.04 0.02 0.02 0.26
Si 2.126279 -1.160703 -0.598880 -0.16 -0.22 0.01 0.35
C 3.276386 -0.319206 -1.850969 -0.11 0.04 -0.07 -1.20
C 2.217365 -3.020424 -1.032108 0.05 0.06 0.06 -1.33
H 1.460976 1.954208 3.765105 0.00 0.07 0.05 0.35
H -0.175003 2.279566 3.160925 -0.10 -0.03 0.03 0.30
H 1.209698 2.617709 2.132644 0.06 0.02 -0.04 0.24
H 0.207292 -0.265078 4.583119 0.02 0.04 0.08 0.44
H 0.554754 -1.784870 3.781599 0.06 -0.07 0.03 0.53
H -1.046000 -1.043994 3.648592 -0.08 -0.04 -0.03 0.31
H 2.816880 -0.062271 4.283443 -0.03 0.03 0.04 0.23
H 5.104758 -0.937671 4.388269 0.00 -0.01 -0.01 0.36
H 6.153979 -1.893116 2.348904 -0.02 0.01 0.00 0.35
H 4.891491 -1.960271 0.245615 0.03 -0.03 -0.05 0.21
H 4.278317 -0.758443 -1.815734 0.04 -0.01 0.00 0.34
H 3.350564 0.748336 -1.644203 0.03 0.05 0.04 0.22
H 2.890249 -0.426170 -2.866613 -0.01 -0.04 -0.06 0.31
H 3.220650 -3.299176 -1.369217 0.07 -0.03 -0.01 0.40
H 1.496352 -3.285083 -1.802685 -0.06 0.01 -0.08 0.37
H 1.983548 -3.625332 -0.152936 -0.04 -0.05 0.06 0.28
O 2.788120 3.786327 -1.398491 0.02 0.02 -0.02 -0.69
Cl 1.439135 3.387633 -1.086663 0.08 -0.23 0.29 1.72
O 0.785551 4.414402 -0.317405 0.01 0.03 0.01 -0.69
O 1.499284 2.160068 -0.276555 0.04 0.11 -0.18 -0.62
O 0.704304 3.119278 -2.289329 -0.05 0.00 -0.15 -0.67
O -2.974681 -4.139885 -1.609305 -0.21 -0.15 -0.13 -0.82
C -2.185824 -3.572526 -0.859087 0.10 -0.13 -0.04 0.38
O -1.053184 -3.067822 -1.101256 -0.02 0.09 0.06 -0.42
C -2.589105 -3.500186 0.643881 0.00 0.17 0.10 0.79
N -1.458087 -2.773881 1.305861 0.13 0.04 -0.11 1.09
C -0.828039 -3.667219 2.304647 0.03 0.01 -0.01 -0.38
C -1.178629 -5.056091 1.794668 0.05 -0.04 0.08 -0.76
C -2.615011 -4.875193 1.307995 -0.09 -0.03 -0.10 -1.01
H -3.500607 -2.920309 0.756444 -0.04 -0.08 -0.03 -0.20
H -1.733743 -1.851392 1.663348 0.00 0.08 -0.10 -0.55
H -0.849237 -2.654672 0.412763 -0.03 0.00 0.12 -0.37
H -1.293028 -3.473821 3.272015 0.05 -0.01 0.01 0.35
H 0.235401 -3.445766 2.369433 -0.01 -0.06 -0.01 0.11
H -1.071223 -5.808867 2.575033 -0.01 -0.03 0.00 0.47
H -0.526856 -5.325383 0.962507 0.03 0.01 -0.04 0.28
H -3.307864 -4.887876 2.152820 -0.01 0.01 0.01 0.35
H -2.929897 -5.626217 0.585007 -0.02 0.01 0.03 0.44
Br -6.919575 -1.502498 3.080252 -0.07 -0.03 0.04 -0.28
C -5.309358 -0.858379 2.265248 0.02 0.00 -0.01 0.25
C -4.274364 -0.412120 3.064449 -0.07 0.04 0.02 -0.77
C -3.103960 0.030676 2.443087 -0.16 0.16 0.06 -0.32
C -2.890699 0.038375 1.055697 0.05 -0.60 0.05 -0.83
C -4.005667 -0.405488 0.322447 -0.01 0.02 -0.12 -0.01
C -5.203247 -0.845871 0.886305 -0.01 0.07 0.02 -0.60
H -4.383109 -0.403970 4.143401 0.01 0.00 0.01 0.42
H -2.329221 0.408707 3.103744 0.05 0.02 0.03 0.64
H -3.947416 -0.427169 -0.765159 0.03 -0.05 -0.03 0.32
H -6.026426 -1.193965 0.273154 0.00 0.01 -0.02 0.36
```
Forces are in eV/Å.

The value obtained for the lowest unoccupied orbital energy is 0.1431 Eh. For the energy above the lowest of the compared OMol25 structures with the same formula, charge and spin, the calculation gives 56.1 kcal per mole. The net charge is -2. As for the multiplicity: 1.

=====

| no. | frontier orbital gap (eV) | HOMO level (eV) | molar mass (g/mol) |
| --- | --- | --- | --- |
| 1 | 9.75 | -9.48 | 793.60 |
| 2 | 7.55 | -4.08 | 117.13 |
| 3 | 4.74 | -0.85 | 681.70 |